Molecular formula: C76H199N13O23
Method: DFT, wB97M-V/def2-TZVPD

Highest occupied orbital energy   -0.3108 Ha
HOMO-LUMO gap   8.872 eV
Energy   -5456.79051 hartree

Geometry as ORCA input:
```
! wB97M-V def2-TZVPD RIJCOSX def2/J DEFGRID3
* xyz 0 1
C -2.1715 2.3472 4.4585
C -3.2580 1.4104 4.9504
C -2.7597 0.3983 5.9266
O -4.1713 2.1825 5.7295
H -1.4776 1.8307 3.7954
H -1.5817 2.7741 5.2697
H -2.6177 3.2025 3.9510
H -3.6614 0.9068 4.0720
H -3.5367 -0.2755 6.2875
H -2.1874 0.8830 6.7176
H -1.9943 -0.1779 5.4067
H -4.8781 2.5671 5.2060
C 1.3945 -3.5804 -1.5575
C -0.1127 -3.4571 -1.6813
C -0.6908 -4.2842 -2.8637
O -0.6908 -3.8853 -0.4707
H 1.7100 -4.4913 -1.0488
H 1.8354 -2.7636 -0.9860
H 1.9087 -3.6162 -2.5180
H -0.2585 -2.3907 -1.8533
H -0.2009 -5.2487 -2.9973
H -0.4610 -3.7207 -3.7681
H -1.7721 -4.3999 -2.7901
H -1.6444 -3.7879 -0.5243
C 7.0890 -2.2904 3.9147
C 6.3417 -1.0497 4.3347
C 7.3394 -0.0205 4.8049
O 5.6937 -0.5196 3.2325
H 7.6139 -2.0696 2.9853
H 6.4134 -3.1168 3.6940
H 7.7754 -2.6413 4.6853
H 5.7112 -1.3313 5.1780
H 7.9410 -0.3088 5.6669
H 6.8656 0.9461 4.9762
H 8.1096 0.1955 4.0645
H 5.1292 -1.1706 2.8094
C -5.1993 -4.1950 3.7213
C -5.1835 -3.8535 5.2156
C -4.0616 -2.9696 5.7303
O -6.4038 -3.1250 5.5118
H -5.3856 -3.3172 3.1026
H -6.0613 -4.7988 3.4376
H -4.3027 -4.7726 3.4964
H -5.1865 -4.7502 5.8352
H -4.4773 -2.4113 6.5691
H -3.8580 -2.3474 4.8588
H -3.2143 -3.6025 5.9940
H -7.0397 -3.6414 6.0125
C 5.1911 6.8140 -1.5124
O 5.5672 5.8064 -0.5528
C 4.5348 5.5211 0.4283
C 4.7199 4.2094 1.2593
N 4.5462 3.0932 0.3916
C 4.9326 1.7946 1.0053
C 4.8598 0.6771 -0.0357
O 5.4729 0.9000 -1.2382
C 6.8590 1.1933 -1.1280
H 6.1519 7.0838 -1.9507
H 4.7042 7.6424 -0.9978
H 4.4879 6.4703 -2.2710
H 3.5387 5.5069 -0.0141
H 4.5550 6.3594 1.1247
H 3.9026 4.1977 1.9803
H 5.6696 4.1112 1.7853
H 4.8905 3.1768 -0.5542
H 4.2656 1.4492 1.7951
H 5.9286 1.7668 1.4471
H 3.7956 0.6042 -0.2599
H 5.1709 -0.2960 0.3441
H 6.9200 2.2448 -0.8477
H 7.2322 0.9497 -2.1228
H 7.4351 0.6690 -0.3656
C 3.1235 2.3114 -2.6552
O 2.4225 3.0285 -3.6023
C 2.0549 4.3261 -3.0655
C 1.2780 5.1924 -4.0692
N 1.3440 6.5671 -3.6056
C 0.3495 7.3703 -4.2148
C 0.5672 7.8414 -5.6692
O 1.5761 8.8749 -5.7999
C 1.5690 9.5175 -7.0972
H 3.4722 1.3756 -3.0920
H 2.5627 2.0063 -1.7718
H 3.8637 2.9286 -2.1459
H 2.9577 4.8052 -2.6867
H 1.3590 4.2299 -2.2321
H 0.2365 4.9033 -4.2096
H 1.7672 5.1312 -5.0413
H 2.2510 6.9752 -3.7815
H 0.1679 8.2217 -3.5589
H -0.5543 6.8024 -3.9941
H -0.3999 8.2088 -6.0125
H 0.9127 7.0034 -6.2747
H 1.9039 8.8371 -7.8802
H 2.1169 10.4591 -7.1338
H 0.5577 9.7849 -7.4036
C -7.7321 -10.5035 6.5191
O -7.3332 -9.7359 5.3877
C -5.9053 -9.8400 5.1909
C -5.1491 -8.6749 5.9480
N -3.6733 -8.7015 5.7145
C -2.9804 -7.5191 6.1622
C -1.4410 -7.5560 5.7996
O -1.0812 -7.3851 4.3809
C 0.2568 -7.7434 4.0650
H -7.8587 -11.5406 6.2085
H -8.6899 -10.1852 6.9307
H -7.0386 -10.5707 7.3574
H -5.6899 -9.6801 4.1344
H -5.5402 -10.8212 5.4941
H -5.2852 -8.7326 7.0279
H -5.6239 -7.7365 5.6615
H -3.4886 -8.8773 4.7372
H -3.1842 -7.5023 7.2328
H -3.4204 -6.6569 5.6611
H -1.1286 -8.5443 6.1368
H -0.9159 -6.7774 6.3528
H 1.0437 -7.1086 4.4723
H 0.2680 -7.5719 2.9886
H 0.4441 -8.8062 4.2182
C 3.5954 2.4725 4.8692
O 2.5532 1.6793 5.2322
C 2.7140 0.2978 5.0141
C 1.4235 -0.3937 5.5561
N 1.2317 -1.7615 5.0992
C 0.2880 -2.4875 5.8683
C -0.3413 -3.6778 5.0906
O -1.2283 -3.2710 4.0460
C -1.6399 -4.2835 3.1572
H 4.4402 2.1114 5.4557
H 3.3674 3.4953 5.1691
H 3.7464 2.6304 3.8013
H 3.6402 -0.0894 5.4387
H 2.8156 0.2237 3.9314
H 0.5310 0.1887 5.3273
H 1.5453 -0.3231 6.6370
H 0.8084 -1.7338 4.1826
H -0.5283 -1.8316 6.1707
H 0.6860 -2.8229 6.8260
H -0.8894 -4.2478 5.8408
H 0.4220 -4.3811 4.7577
H -2.4720 -3.9839 2.5200
H -2.0993 -5.1847 3.5631
H -0.9061 -4.6019 2.4167
C -3.6381 -2.5655 -1.0955
O -3.2718 -3.6774 -0.2911
C -4.0528 -4.8052 -0.5265
C -3.6310 -5.8857 0.5241
N -2.2246 -6.3729 0.4709
C -1.8811 -6.9701 -0.8320
C -0.5032 -7.7643 -0.8059
O -0.2990 -8.5642 -1.9657
C 0.9948 -8.9944 -2.1590
H -4.6988 -2.3152 -1.0759
H -3.3963 -2.6936 -2.1506
H -3.0471 -1.6764 -0.8759
H -4.0331 -5.1907 -1.5459
H -5.0795 -4.6092 -0.2174
H -4.3526 -6.7026 0.5224
H -3.8332 -5.4680 1.5104
H -1.5905 -5.5905 0.5478
H -1.8810 -6.2742 -1.6710
H -2.4839 -7.8522 -1.0479
H -0.5145 -8.4449 0.0454
H 0.3257 -7.0602 -0.7341
H 1.6393 -8.2114 -2.5587
H 1.0049 -9.8798 -2.7946
H 1.3884 -9.4016 -1.2277
C -7.8061 4.9268 -3.8080
O -6.8242 4.0455 -3.4594
C -6.5207 3.1351 -4.5052
C -5.4725 2.1494 -4.0143
N -4.2368 2.9193 -3.9601
C -3.1098 2.3252 -3.2895
C -2.4570 1.2235 -4.2064
O -1.4435 0.6454 -3.4678
C -0.8191 -0.3807 -4.2857
H -7.8411 5.2730 -4.8410
H -7.8837 5.7660 -3.1167
H -8.7148 4.3488 -3.6398
H -6.1427 3.7106 -5.3502
H -7.4057 2.5647 -4.7871
H -5.2921 1.3854 -4.7706
H -5.7741 1.7622 -3.0410
H -4.3890 3.7978 -3.4855
H -3.4497 1.8472 -2.3708
H -2.3993 3.1403 -3.1521
H -2.2354 1.6538 -5.1831
H -3.2676 0.5308 -4.4326
H 0.0249 -0.7498 -3.7030
H -0.2821 0.0294 -5.1411
H -1.5020 -1.0997 -4.7382
C -4.4476 7.4011 -4.4207
C -3.1760 7.5463 -3.5857
C -3.1954 8.4974 -2.4383
O -1.8316 8.5534 -1.9491
C -1.6272 9.5700 -0.9872
N -2.9204 6.1714 -3.2327
H -4.3144 6.6882 -5.2344
H -4.8212 8.3302 -4.8510
H -5.2625 7.1192 -3.7540
H -2.3795 7.9123 -4.2336
H -3.8671 8.2060 -1.6309
H -3.5620 9.4313 -2.8642
H -2.0334 10.5111 -1.3577
H -0.5575 9.7125 -0.8338
H -2.0561 9.3475 -0.0101
H -2.1352 6.1464 -2.5979
H -3.5926 5.8733 -2.5404
C -2.1495 6.1989 0.6803
C -0.6884 6.1400 0.0965
C -0.0622 4.8072 0.4602
O -0.0407 4.7843 1.9441
C 0.6314 3.6747 2.4836
N -0.7100 6.2421 -1.3213
H -2.1683 5.9828 1.7485
H -2.8577 5.4699 0.2864
H -2.5506 7.1884 0.4611
H -0.0794 6.9863 0.4144
H 0.9332 4.7553 0.0191
H -0.6407 3.9677 0.0745
H 0.4790 3.6167 3.5614
H 1.7070 3.6766 2.3067
H 0.2639 2.7658 2.0073
H -0.9364 7.2024 -1.5370
H 0.2148 6.1521 -1.7171
C -7.3947 4.7753 -0.1869
C -5.8858 4.6548 -0.1916
C -5.2965 3.1969 -0.1173
O -5.8510 2.5747 1.0818
C -5.3383 1.2789 1.2568
N -5.3678 5.4138 -1.3182
H -7.7083 4.2177 0.6956
H -7.8432 4.3983 -1.1061
H -7.8273 5.7750 -0.1465
H -5.5646 5.1642 0.7169
H -4.2143 3.2773 -0.0144
H -5.4394 2.6161 -1.0286
H -5.9642 0.8672 2.0486
H -4.2855 1.2924 1.5388
H -5.4280 0.7733 0.2954
H -5.6822 6.3602 -1.1585
H -5.9029 5.0092 -2.0732
C 2.5476 -4.4287 2.3390
C 3.8460 -3.6748 2.4687
C 4.6617 -3.8762 1.1914
O 5.2883 -5.1281 1.2757
C 5.9090 -5.5572 0.0528
N 3.5831 -2.3073 2.8249
H 1.9969 -4.3273 3.2742
H 2.5977 -5.5126 2.2357
H 1.9878 -3.9183 1.5553
H 4.3923 -3.9811 3.3609
H 5.3685 -3.0466 1.1788
H 3.9891 -3.7962 0.3374
H 5.1472 -5.7751 -0.6958
H 6.5716 -6.4226 0.0437
H 6.5220 -4.7347 -0.3158
H 3.2210 -1.8589 1.9955
H 2.8511 -2.2678 3.5197
C 8.1519 -2.8005 -4.8314
C 8.3223 -2.3085 -3.4236
C 7.5663 -3.0959 -2.3092
O 6.2577 -3.5182 -2.5892
C 5.3301 -2.4994 -2.6994
N 9.7315 -2.3057 -3.0371
H 7.1438 -2.6197 -5.2043
H 8.2289 -3.8817 -4.7171
H 9.0020 -2.4471 -5.4151
H 7.8919 -1.3075 -3.3955
H 7.6141 -2.5155 -1.3878
H 8.0482 -4.0065 -1.9532
H 4.3541 -2.9477 -2.8849
H 5.5787 -1.8084 -3.5050
H 5.2344 -1.8651 -1.8181
H 9.7285 -1.8353 -2.1433
H 10.1885 -1.6510 -3.6557
C -1.1503 -0.3155 2.2230
C -0.0781 -0.9752 1.3201
C 1.0686 -0.0346 1.0202
O 0.7330 1.2220 0.4546
C -0.0193 1.2403 -0.7990
N 0.3077 -2.1367 2.0780
H -2.1303 -0.7888 2.2847
H -1.3706 0.7009 1.8966
H -0.7047 -0.2890 3.2174
H -0.5804 -1.2530 0.3934
H 1.7599 -0.6332 0.4269
H 1.6101 0.1486 1.9483
H -1.0349 0.8853 -0.6237
H 0.4332 0.5550 -1.5157
H 0.0825 2.1723 -1.3550
H 0.3940 -2.8594 1.3778
H -0.4112 -2.4319 2.7232
C 0.8201 2.2878 -6.4400
C 2.2148 1.6894 -6.6033
C 2.4377 1.0572 -8.0009
O 1.5409 -0.0604 -8.1685
C 1.8651 -0.9394 -9.2517
N 3.1421 2.7151 -6.2708
H 0.8326 3.3744 -6.5243
H 0.4886 2.1433 -5.4117
H 0.0316 1.8743 -7.0687
H 2.4014 0.8406 -5.9454
H 3.4654 0.7558 -8.2039
H 2.2282 1.8437 -8.7259
H 1.5730 -0.5746 -10.2365
H 1.3473 -1.8907 -9.1292
H 2.9293 -1.1530 -9.3514
H 2.8696 3.0979 -5.3768
H 4.0609 2.3425 -6.0783
*
```